The following is a DFT calculation (ωB97M-V/def2-TZVPD) of a structure of composition C27H36AsN8OPtS.

The geometry in XYZ format:
```
75
Properties=species:S:1:pos:R:3
Pt 0.94 0.11 -0.31
C 4.95 -1.87 -3.14
C 4.85 -1.05 -1.91
N 5.83 -0.53 -1.24
N 5.25 0.16 -0.21
C 3.93 0.07 -0.21
S 2.77 0.74 0.88
N 3.65 -0.68 -1.30
N 2.33 -1.05 -1.62
H 6.01 -2.04 -3.35
H 4.51 -1.35 -4.00
H 4.46 -2.83 -3.02
H 5.84 0.63 0.46
H 2.18 -2.05 -1.46
H 2.16 -0.88 -2.61
N -4.19 -0.77 8.60
C -3.60 -0.66 7.62
C -2.86 -0.53 6.39
C -3.19 -1.33 5.30
C -2.47 -1.21 4.13
C -1.44 -0.27 4.03
C -1.11 0.53 5.13
C -1.81 0.39 6.31
C -0.69 -0.14 2.76
C -0.67 1.10 2.12
C -1.21 2.32 2.57
C -0.76 3.33 1.73
C 0.01 2.72 0.75
N 0.05 1.38 0.95
C 0.04 -1.26 2.31
C 0.23 -2.47 2.99
C 1.10 -3.26 2.23
C 1.43 -2.52 1.11
N 0.78 -1.33 1.12
H -4.00 -2.03 5.38
H -2.73 -1.83 3.28
H -0.29 1.23 5.06
H -1.56 0.99 7.17
H -1.82 2.43 3.45
H -0.95 4.39 1.82
H 0.56 3.17 -0.06
H -0.23 -2.73 3.93
H 1.46 -4.25 2.47
H 2.09 -2.81 0.32
C -0.53 4.37 -2.12
C 0.29 3.29 -2.81
As 0.02 1.40 -2.34
C 0.61 0.58 -4.02
C -0.45 0.68 -5.12
C -1.91 1.19 -2.27
C -2.56 1.37 -0.90
H -0.48 5.27 -2.72
H -0.17 4.63 -1.13
H -1.59 4.10 -2.05
H 1.37 3.48 -2.76
H 0.02 3.26 -3.86
H 0.85 -0.47 -3.85
H 1.51 1.12 -4.31
H -1.32 0.05 -4.91
H -0.02 0.36 -6.06
H -0.81 1.71 -5.26
H -2.13 0.20 -2.68
H -2.29 1.93 -2.98
H -2.14 0.71 -0.15
H -3.63 1.16 -0.97
H -2.45 2.39 -0.52
C -1.45 -3.37 -2.47
C -1.22 -2.30 -1.45
N -2.02 -2.24 -0.41
O -0.25 -1.50 -1.61
H -2.33 -3.97 -2.26
H -0.57 -4.02 -2.51
H -1.55 -2.91 -3.46
H -2.78 -2.89 -0.30
H -1.86 -1.56 0.32
```

- Net charge: +3
- Gap between HOMO and LUMO: 5.01 eV

The following is a DFT calculation (ωB97M-V/def2-TZVPD) of a structure of composition C27H36BCoN9O3.

The geometry in XYZ format:
```
77
Properties=species:S:1:pos:R:3
Co 0.15 -0.32 0.66
O 1.20 0.81 -2.01
C 2.33 0.23 -2.64
C 2.00 -1.23 -2.89
C 0.72 -1.40 -3.73
C -0.40 -2.11 -3.00
C -0.22 -3.40 -2.53
C -1.25 -4.03 -1.86
C -2.45 -3.35 -1.70
C -2.54 -2.07 -2.21
N -1.54 -1.45 -2.84
H 1.44 1.65 -1.60
H 3.22 0.31 -2.00
H 2.55 0.74 -3.59
H 1.88 -1.71 -1.92
H 2.86 -1.70 -3.38
H 0.95 -1.97 -4.64
H 0.34 -0.43 -4.05
H 0.73 -3.90 -2.67
H -1.13 -5.04 -1.48
H -3.29 -3.80 -1.18
H -3.47 -1.52 -2.12
B -0.93 2.07 3.05
N -1.23 2.16 1.50
C -2.04 3.11 1.00
C -2.00 3.05 -0.38
C -1.11 2.01 -0.65
N -0.65 1.49 0.49
N -0.51 0.64 3.49
C -0.59 0.21 4.76
C 0.12 -0.97 4.87
C 0.61 -1.19 3.58
N 0.23 -0.21 2.77
H -0.04 2.86 3.30
H -1.96 2.36 3.61
H -2.57 3.76 1.67
H -2.52 3.68 -1.09
H -0.81 1.58 -1.60
H -1.13 0.78 5.50
H 0.26 -1.58 5.75
H 1.18 -2.02 3.20
C 4.38 0.27 0.75
C 3.07 -0.47 0.69
O 2.06 0.23 0.59
C 3.05 -1.92 0.74
C 4.27 -2.63 0.91
C 4.31 -3.99 0.94
C 3.10 -4.71 0.80
C 1.91 -4.06 0.64
C 1.83 -2.64 0.61
O 0.67 -2.11 0.44
H 4.18 1.33 0.65
H 5.06 -0.06 -0.04
H 4.87 0.09 1.71
H 5.19 -2.07 1.02
H 5.25 -4.51 1.07
H 3.12 -5.79 0.84
H 0.98 -4.60 0.56
C -5.53 -0.72 3.25
C -5.83 -0.13 1.88
C -5.30 1.30 1.77
C -5.31 -1.02 0.75
N -3.87 -1.22 0.81
C -2.88 -0.44 0.38
N -1.75 -0.98 0.77
N -2.06 -2.10 1.44
N -3.33 -2.25 1.47
H -6.01 -0.13 4.03
H -4.46 -0.73 3.45
H -5.90 -1.75 3.34
H -6.92 -0.10 1.73
H -4.22 1.33 1.95
H -5.76 1.93 2.53
H -5.50 1.74 0.79
H -5.54 -0.58 -0.22
H -5.75 -2.01 0.80
H -2.99 0.48 -0.17
```

- Net charge: 0
- Gap between HOMO and LUMO (spin up / spin down): 8.12 / 8.21 eV
- Spin multiplicity: 2

The following is a DFT calculation (ωB97M-V/def2-TZVPD) of a structure of composition C27H36Br69ClN2P.

The geometry in XYZ format:
```
136
Properties=species:S:1:pos:R:3
C -0.72 -3.24 2.25
C -1.69 -4.00 3.23
C -2.98 -4.30 2.42
Cl -2.72 -5.72 1.32
P -4.49 -4.66 3.44
N -4.33 -4.17 5.09
C -5.91 -3.69 2.64
N -5.80 -3.60 1.19
H 0.23 -2.97 2.74
H -1.24 -2.33 1.90
H -0.51 -3.89 1.39
H -1.15 -4.91 3.53
H -1.84 -3.34 4.10
H -3.16 -3.44 1.76
H -4.81 -6.04 3.45
H -5.29 -4.00 5.40
H -3.88 -3.26 5.16
H -6.87 -4.17 2.90
H -5.86 -2.69 3.10
H -5.19 -2.84 0.91
H -5.53 -4.47 0.77
C 1.98 -1.28 -0.20
Br 3.16 -2.80 -0.02
Br 0.24 -1.78 -0.86
Br 1.84 -0.28 1.45
H 2.42 -0.62 -0.93
C -4.81 -4.76 -2.66
Br -3.32 -3.55 -2.46
Br -4.34 -6.56 -2.16
Br -6.35 -4.12 -1.69
H -5.07 -4.78 -3.71
C -1.74 2.42 1.97
Br -0.99 3.33 0.45
Br -2.23 0.60 1.53
Br -0.57 2.51 3.51
H -2.66 2.94 2.24
C 5.20 1.53 0.55
Br 5.75 3.38 0.60
Br 4.40 1.08 -1.15
Br 6.65 0.34 0.99
H 4.44 1.41 1.30
C -2.66 -2.76 -6.64
Br -1.18 -1.54 -6.39
Br -2.21 -4.55 -6.08
Br -4.25 -2.13 -5.75
H -2.87 -2.79 -7.70
C 0.91 -6.09 -4.52
Br 1.62 -4.32 -4.25
Br 1.83 -7.04 -5.93
Br 0.88 -7.11 -2.87
H -0.12 -5.98 -4.83
C -1.43 6.05 -3.17
Br -0.13 4.66 -2.84
Br -3.07 5.31 -3.88
Br -1.76 7.14 -1.60
H -1.02 6.71 -3.93
C 5.25 0.79 -5.67
Br 6.71 2.04 -5.48
Br 5.76 -1.00 -5.12
Br 3.66 1.39 -4.75
H 5.01 0.74 -6.72
C 10.26 0.25 2.37
Br 11.57 -0.50 1.17
Br 10.43 -0.43 4.17
Br 10.29 2.19 2.33
H 9.28 -0.05 2.00
C 8.91 3.44 5.84
Br 8.04 5.16 5.69
Br 9.65 3.16 7.61
Br 7.74 2.00 5.32
H 9.74 3.44 5.15
C -3.03 -7.65 -8.46
Br -1.19 -8.08 -8.05
Br -3.58 -8.41 -10.15
Br -4.22 -8.16 -7.02
H -3.09 -6.58 -8.55
C 10.53 8.25 4.81
Br 11.74 8.63 6.27
Br 10.27 9.79 3.68
Br 11.08 6.70 3.80
H 9.57 8.02 5.26
C 12.37 2.55 -1.26
Br 10.66 2.20 -2.09
Br 13.54 1.01 -1.37
Br 13.21 4.13 -1.98
H 12.18 2.73 -0.21
C -7.04 6.59 -2.99
Br -6.35 7.54 -4.53
Br -7.32 4.72 -3.37
Br -5.93 6.83 -1.43
H -8.01 7.03 -2.76
C 2.84 1.32 -9.17
Br 4.30 2.57 -8.98
Br 3.35 -0.47 -8.62
Br 1.25 1.92 -8.25
H 2.60 1.26 -10.22
C 9.24 11.95 7.03
Br 8.40 13.68 6.92
Br 9.99 11.62 8.78
Br 8.04 10.53 6.49
H 10.07 11.95 6.33
C 5.62 -2.01 -12.12
Br 4.78 -0.27 -12.24
Br 6.36 -2.34 -10.36
Br 4.43 -3.42 -12.67
H 6.45 -2.00 -12.81
C -6.78 -3.88 8.48
Br -6.21 -2.03 8.44
Br -7.75 -4.36 6.87
Br -5.29 -5.07 8.79
H -7.46 -3.99 9.31
C -9.39 2.77 0.02
Br -9.13 4.69 -0.01
Br -9.95 2.10 -1.70
Br -7.81 1.86 0.65
H -10.18 2.56 0.73
C -5.39 0.26 -4.82
Br -6.06 -0.63 -6.40
Br -4.34 1.82 -5.26
Br -6.82 0.69 -3.58
H -4.74 -0.44 -4.32
C -3.15 10.96 0.04
Br -2.77 12.86 0.03
Br -3.82 10.35 -1.67
Br -1.63 9.92 0.63
H -3.94 10.80 0.76
C -3.10 -8.54 8.26
Br -2.34 -6.77 8.47
Br -2.41 -9.43 6.69
Br -2.88 -9.61 9.85
H -4.17 -8.41 8.11
C -10.64 -5.63 10.28
Br -10.10 -3.77 10.27
Br -11.58 -6.10 8.66
Br -9.13 -6.80 10.60
H -11.32 -5.76 11.10
```

- Net charge: +1
- Gap between HOMO and LUMO: 7.40 eV

The following is a DFT calculation (ωB97M-V/def2-TZVPD) of a structure of composition C27H36BrCoN4O.

The geometry in XYZ format:
```
70
Properties=species:S:1:pos:R:3
Co -1.35 1.53 -1.26
C -0.34 5.58 2.11
C -1.32 4.49 1.83
C -2.48 4.31 2.57
C -3.35 3.28 2.25
C -3.02 2.45 1.19
Br -4.24 1.08 0.74
N -1.92 2.58 0.47
C -1.09 3.59 0.80
H -0.69 6.22 2.92
H -0.19 6.21 1.24
H 0.63 5.17 2.41
H -2.72 4.98 3.39
H -4.27 3.13 2.80
H -0.21 3.68 0.19
N -4.00 2.51 -4.12
C -3.04 2.00 -3.36
O -2.92 2.38 -2.17
C -2.10 0.95 -3.90
C -0.81 1.01 -3.06
H -4.64 3.19 -3.73
H -4.11 2.23 -5.08
H -1.98 1.05 -4.98
H -2.61 -0.01 -3.73
H -0.16 1.81 -3.45
H -0.25 0.07 -3.16
C 0.19 -5.07 0.94
C -1.20 -4.66 0.46
C -1.55 -5.49 -0.78
C -2.21 -4.95 1.58
C -1.27 -3.18 0.10
C -2.46 -2.64 -0.37
C -2.53 -1.30 -0.69
N -1.50 -0.47 -0.57
C -0.34 -0.97 -0.13
C -0.20 -2.31 0.22
C 0.79 -0.01 -0.09
C 2.05 -0.34 0.40
C 3.10 0.58 0.33
C 2.81 1.81 -0.26
C 1.54 2.06 -0.71
N 0.53 1.20 -0.62
C 4.48 0.20 0.85
C 5.02 -0.95 -0.01
C 5.46 1.38 0.76
C 4.38 -0.24 2.31
H 0.19 -6.14 1.18
H 0.49 -4.54 1.84
H 0.95 -4.91 0.17
H -1.50 -6.55 -0.55
H -0.86 -5.29 -1.60
H -2.56 -5.28 -1.14
H -2.18 -6.00 1.85
H -3.23 -4.72 1.26
H -1.99 -4.36 2.47
H -3.35 -3.25 -0.50
H -3.45 -0.86 -1.05
H 0.75 -2.68 0.56
H 2.22 -1.31 0.83
H 3.57 2.57 -0.37
H 1.31 3.01 -1.19
H 5.09 -0.66 -1.06
H 4.39 -1.83 0.06
H 6.02 -1.23 0.33
H 5.63 1.69 -0.27
H 6.42 1.08 1.18
H 5.10 2.24 1.33
H 3.75 -1.13 2.43
H 3.97 0.55 2.94
H 5.37 -0.50 2.69
```

- Net charge: +1
- Gap between HOMO and LUMO (spin up / spin down): 8.18 / 8.33 eV
- Spin multiplicity: 2

The following is a DFT calculation (ωB97M-V/def2-TZVPD) of a cluster of 11 separate species, C27H36Cl30F2N3O3 in total.

The geometry in XYZ format:
```
101
Properties=species:S:1:pos:R:3
C 0.27 3.18 1.21
N -0.17 1.77 0.94
C 0.92 0.82 1.29
C 0.38 -0.49 1.99
C 0.53 -1.74 1.22
C 1.14 -1.86 -0.22
C 2.54 -2.57 -0.16
O 2.98 -3.10 -1.12
F 3.21 -2.59 1.05
C 0.06 -3.02 1.83
C 0.19 -4.39 1.08
O 1.15 -5.06 1.29
O -0.78 -4.88 0.20
F -1.57 -3.84 -0.24
C -0.55 -2.91 3.16
C -0.68 -1.62 3.86
C -1.39 -1.68 5.24
C -0.51 -1.34 6.51
C 0.96 -1.91 6.53
C 1.07 -3.47 6.23
C 2.00 -1.04 5.68
N -0.21 -0.45 3.25
C -0.41 0.82 4.00
C -1.98 1.20 3.95
N -2.10 2.61 3.48
H 0.69 3.30 2.26
H -0.59 3.90 1.15
H 1.07 3.48 0.48
H -0.93 1.61 1.61
H 1.64 0.61 0.46
H 1.53 1.34 2.11
H 1.14 -0.90 -0.81
H 0.46 -2.56 -0.79
H -0.91 -3.87 3.61
H -2.30 -1.01 5.28
H -1.80 -2.72 5.40
H -0.46 -0.24 6.77
H -1.04 -1.81 7.40
H 1.32 -1.80 7.60
H 2.11 -3.71 5.91
H 0.27 -3.85 5.55
H 0.89 -3.98 7.22
H 3.05 -1.24 6.02
H 1.92 -1.23 4.58
H 1.81 0.05 5.90
H 0.12 1.69 3.54
H -0.03 0.76 5.06
H -2.32 1.19 5.02
H -2.55 0.48 3.31
H -2.74 3.12 4.10
H -2.53 2.64 2.56
C 4.81 1.61 -0.98
Cl 4.11 0.04 -0.56
Cl 4.76 1.86 -2.72
Cl 3.96 2.90 -0.13
H 5.85 1.62 -0.66
C -0.74 5.92 -1.42
Cl -0.89 4.16 -1.32
Cl -1.93 6.70 -0.37
Cl 0.90 6.42 -0.98
H -0.93 6.23 -2.44
C -0.29 0.70 -3.39
Cl -0.42 -1.06 -3.28
Cl -1.49 1.48 -2.37
Cl 1.33 1.24 -2.95
H -0.47 0.99 -4.42
C -2.42 -3.37 -5.47
Cl -2.12 -3.92 -3.82
Cl -2.30 -4.73 -6.61
Cl -4.01 -2.61 -5.60
H -1.67 -2.64 -5.73
C -5.52 -3.93 -8.92
Cl -6.20 -5.52 -8.53
Cl -5.60 -3.63 -10.66
Cl -6.37 -2.66 -8.03
H -4.48 -3.93 -8.61
C 6.67 5.75 0.97
Cl 6.93 5.26 2.64
Cl 6.83 4.37 -0.12
Cl 5.08 6.50 0.78
H 7.42 6.48 0.70
C 0.16 -0.84 -8.27
Cl -0.53 -2.41 -7.87
Cl 0.06 -0.53 -10.01
Cl -0.66 0.44 -7.36
H 1.20 -0.85 -7.99
C -4.17 -5.05 3.89
Cl -3.50 -4.52 2.34
Cl -2.94 -5.90 4.84
Cl -4.80 -3.67 4.79
H -4.99 -5.73 3.69
C 3.66 -0.94 -5.77
Cl 3.94 -1.46 -4.11
Cl 3.82 -2.30 -6.89
Cl 2.06 -0.20 -5.93
H 4.41 -0.20 -6.03
C -3.15 8.79 -3.56
Cl -2.26 9.83 -2.44
Cl -3.82 9.74 -4.89
Cl -2.11 7.50 -4.17
H -3.98 8.34 -3.02
```

- Net charge: +1
- Gap between HOMO and LUMO: 7.93 eV

| no. | maximum force (eV/Å) | energy (eV) |
| --- | --- | --- |
| 1 | 1.52 | -117445.1441 |
| 2 | 0.42 | -86441.4909 |
| 3 | 6.23 | -4886290.2147 |
| 4 | 0.47 | -144258.1010 |
| 5 | 3.69 | -420291.1493 |